Formula: C11H30BN2O6
Source: OMol25
Level of theory: ωB97M-V/def2-TZVPD

Cartesian coordinates (Å):
1 C 1.4825 -3.7759 3.8552
2 N 1.3306 -3.6400 2.3375
3 O 2.5568 -3.2331 1.8259
4 C 2.3880 -1.8277 1.5189
5 N 2.6923 -0.7195 1.1248
6 B 1.1023 -5.0772 1.8310
7 O 2.2936 -5.8718 1.5752
8 O -0.1933 -5.6843 1.6457
9 H 1.4525 -2.7685 4.3937
10 H 2.5046 -4.2667 4.0903
11 H 0.6458 -4.4514 4.2657
12 H 0.5620 -2.9823 2.0774
13 H 2.5381 -5.6216 0.6500
14 H -0.9150 -4.9991 1.5688
15 C -2.5385 -1.3973 -1.1419
16 C -2.2549 -1.5607 0.3417
17 C -1.4342 -0.3997 0.8797
18 O -1.5445 -2.7860 0.5583
19 H -1.6074 -1.3714 -1.7177
20 H -3.1187 -2.2443 -1.5177
21 H -3.0947 -0.4784 -1.3383
22 H -3.1977 -1.6299 0.8907
23 H -0.4642 -0.3393 0.3739
24 H -1.2274 -0.5360 1.9461
25 H -1.9573 0.5495 0.7440
26 H -0.7081 -2.7344 0.0739
27 C -4.1182 1.9933 -5.4174
28 C -3.8332 1.8288 -3.9331
29 C -3.0134 2.9908 -3.3946
30 O -3.1244 0.6082 -3.7185
31 H -3.1873 2.0205 -5.9932
32 H -4.6979 1.1459 -5.7934
33 H -4.6759 2.9128 -5.6128
34 H -4.7761 1.7583 -3.3835
35 H -2.0442 3.0525 -3.9003
36 H -2.8061 2.8538 -2.3294
37 H -3.5380 3.9401 -3.5295
38 H -2.2882 0.6606 -4.2012
39 C 4.7696 3.2857 0.8255
40 C 3.5933 4.1471 1.2568
41 C 3.2536 3.9270 2.7226
42 O 2.4565 3.8330 0.4546
43 H 4.5383 2.2214 0.9426
44 H 4.9951 3.4453 -0.2324
45 H 5.6631 3.5149 1.4120
46 H 3.8288 5.2015 1.0887
47 H 2.9698 2.8849 2.9054
48 H 2.3995 4.5435 3.0155
49 H 4.1015 4.1756 3.3661
50 H 2.2403 2.9016 0.5968

Computed properties:
* frontier orbital gap: 7.03 eV
* charge: +1
* HOMO energy: -11.968 eV

Atomic partial charges in e from the Mulliken method, atoms 1 to 4: C -0.84; N 0.34; O -0.23; C 0.41

***

Formula: C2H7N3
Source: OMol25
Level of theory: ωB97M-V/def2-TZVPD

Cartesian coordinates (Å):
1 C -2.4987 0.0855 -0.3423
2 C 1.3031 -0.4503 1.0666
3 N -1.7023 -0.6998 0.1781
4 N 1.0732 0.6610 -0.9460
5 N 0.6140 0.5201 0.3383
6 H -3.2165 -0.4774 -0.9415
7 H -2.6060 1.1314 -0.3390
8 H 1.0283 -0.2698 2.0974
9 H 1.1090 -1.4608 0.7800
10 H 2.3746 -0.3473 0.9758
11 H 0.5927 1.0461 -1.7236
12 H 1.9287 0.2613 -1.1440

Computed properties:
* frontier orbital gap (alpha / beta): 9.87 / 7.83 eV
* charge: 0
* HOMO energy (alpha / beta): -8.831 / -7.360 eV

Atomic partial charges in e from the Mulliken method, atoms 1 to 4: C -0.29; C -0.76; N -0.30; N -0.22

***

Formula: C35H24Cl5N8O2STc
Source: OMol25
Level of theory: ωB97M-V/def2-TZVPD

Cartesian coordinates (Å):
1 Tc 0.2933 -0.7083 -0.7794
2 C -4.5075 -1.2235 2.3826
3 C -3.4974 -0.2882 2.2139
4 C -2.4621 -0.5247 1.3230
5 C -2.4228 -1.7062 0.5809
6 C -3.4356 -2.6521 0.7607
7 C -4.4643 -2.4052 1.6526
8 N -1.3859 -1.8969 -0.3575
9 N -1.5739 -2.9345 -1.1535
10 C -0.5997 -3.1218 -2.0494
11 C -0.6856 -4.1893 -2.9718
12 C 0.3065 -4.3686 -3.8875
13 C 1.3910 -3.4680 -3.9207
14 C 1.4157 -2.4324 -3.0351
15 N 0.4606 -2.2561 -2.0891
16 H -5.3152 -1.0377 3.0775
17 H -3.5116 0.6289 2.7916
18 H -1.6828 0.2109 1.1938
19 H -3.4035 -3.5661 0.1877
20 H -5.2443 -3.1441 1.7812
21 H -1.5579 -4.8235 -2.9114
22 H 0.2586 -5.1820 -4.5990
23 H 2.1935 -3.5836 -4.6337
24 H 2.2083 -1.7013 -3.0571
25 S 4.3531 -2.7688 -1.3617
26 C 3.9964 -3.9675 -0.1927
27 C 3.1046 -3.5145 0.7263
28 C 2.6920 -2.1689 0.4829
29 C 3.3174 -1.6304 -0.5984
30 C 3.2826 -0.2612 -1.1166
31 C 4.4151 0.3936 -1.4590
32 C 4.3016 1.6953 -2.0568
33 C 3.0954 2.2720 -2.1940
34 C 1.8904 1.5989 -1.6617
35 N 2.0346 0.2534 -1.2852
36 H 4.4745 -4.9321 -0.2396
37 H 2.7675 -4.0964 1.5732
38 H 5.3805 -0.0542 -1.2795
39 H 5.1957 2.1913 -2.4118
40 H 2.9502 3.2497 -2.6323
41 H 1.0451 1.7093 -2.3344
42 Cl 3.6008 0.5034 1.7458
43 C 2.1174 -0.2911 2.0945
44 C 1.7677 -1.4667 1.4147
45 C 0.5828 -2.1064 1.8044
46 Cl 0.0570 -3.5212 0.9673
47 C -0.1983 -1.6309 2.8558
48 Cl -1.5610 -2.5160 3.3980
49 C 0.1501 -0.4365 3.4838
50 Cl -0.8414 0.1994 4.7269
51 C 1.3058 0.2383 3.0961
52 Cl 1.7497 1.6921 3.8935
53 N -3.4423 2.8267 -1.2712
54 C -3.3769 2.5713 -2.5864
55 N -4.1870 3.2299 -3.4175
56 N -2.5426 1.6994 -3.1150
57 C -1.6817 1.0069 -2.4697
58 N -0.8724 0.3407 -1.9713
59 H -4.1340 3.4458 -0.8868
60 H -2.8647 2.3073 -0.6311
61 H -4.8724 3.8871 -3.0926
62 H -4.1383 3.0127 -4.3978
63 O 1.4578 2.4763 -0.4446
64 C 0.6858 2.0701 0.5055
65 O 0.1952 0.9231 0.6145
66 C 0.3753 3.0864 1.5364
67 C -0.5547 2.7735 2.5264
68 C -0.8826 3.7145 3.4867
69 C -0.2820 4.9666 3.4609
70 C 0.6502 5.2770 2.4787
71 C 0.9794 4.3405 1.5135
72 H -1.0081 1.7907 2.5377
73 H -1.6005 3.4723 4.2589
74 H -0.5374 5.7021 4.2124
75 H 1.1224 6.2498 2.4656
76 H 1.7070 4.5693 0.7473

Computed properties:
* multiplicity: 4
* frontier orbital gap (alpha / beta): 6.04 / 6.46 eV
* charge: +1
* HOMO energy (alpha / beta): -8.903 / -10.058 eV
* expectation value of S²: 3.786

Atomic partial charges in e from the Mulliken method, atoms 1 to 4: Tc 0.03; C -0.63; C -0.91; C 0.49

***

Formula: C39H80AsNNaO4PSSi3
Source: OMol25
Level of theory: ωB97M-V/def2-TZVPD

Cartesian coordinates (Å):
1 Na 0.3145 -0.8922 0.1046
2 C 4.1660 0.9037 2.3061
3 C 4.6769 -0.1567 1.3290
4 C 6.1061 0.1979 0.8968
5 C 3.8063 -0.3332 0.1029
6 C 2.9461 0.6513 -0.3460
7 C 2.1907 0.5322 -1.5181
8 C 1.5255 1.8386 -1.9870
9 C 1.0752 2.7117 -0.7927
10 C 0.3650 1.7030 -2.9754
11 C 2.2643 -0.6782 -2.2409
12 C 3.2122 -1.6522 -1.8411
13 C 3.9425 -1.4698 -0.6781
14 C 3.5961 -2.8283 -2.7308
15 C 3.9585 -4.1038 -1.9585
16 C 4.8166 -2.4352 -3.5796
17 C 1.5722 -0.9076 -3.5549
18 C 2.2876 -0.4692 -4.6734
19 C 1.8490 -0.6879 -5.9650
20 C 0.6548 -1.3619 -6.1626
21 C -0.0856 -1.7644 -5.0662
22 C 0.3383 -1.5587 -3.7499
23 P -0.7953 -2.0271 -2.3503
24 C -0.6188 -3.9281 -2.3613
25 C 0.5784 -4.1500 -1.4279
26 C -0.3127 -4.5744 -3.7126
27 C -1.8202 -4.6204 -1.7137
28 C -2.5640 -1.6489 -2.9881
29 C -3.4429 -1.7609 -1.7289
30 C -3.2001 -2.5074 -4.0917
31 C -2.6098 -0.1870 -3.4456
32 H 4.6899 0.8093 3.2578
33 H 3.0963 0.8104 2.4915
34 H 4.3600 1.9071 1.9220
35 H 4.7092 -1.1201 1.8483
36 H 6.1100 1.1516 0.3657
37 H 6.5210 -0.5637 0.2364
38 H 6.7530 0.2920 1.7707
39 H 2.9109 1.5808 0.2012
40 H 2.3243 2.3910 -2.4982
41 H 0.6756 2.1095 0.0237
42 H 0.3020 3.4099 -1.1163
43 H 1.9010 3.3071 -0.4031
44 H -0.3330 0.9487 -2.6252
45 H 0.6950 1.4271 -3.9716
46 H -0.1629 2.6544 -3.0602
47 H 4.6686 -2.2205 -0.3877
48 H 2.7713 -3.0493 -3.4112
49 H 4.9553 -4.0253 -1.5219
50 H 3.9695 -4.9494 -2.6471
51 H 3.2503 -4.3190 -1.1606
52 H 5.6343 -2.1183 -2.9299
53 H 4.5878 -1.6200 -4.2621
54 H 5.1517 -3.2900 -4.1699
55 H 3.2078 0.0782 -4.5079
56 H 2.4312 -0.3376 -6.8076
57 H 0.2974 -1.5666 -7.1637
58 H -1.0230 -2.2674 -5.2410
59 H 1.3813 -3.4524 -1.6593
60 H 0.9503 -5.1734 -1.5260
61 H 0.2744 -3.9908 -0.3937
62 H 0.6240 -4.2051 -4.1300
63 H -1.1021 -4.4106 -4.4452
64 H -0.2137 -5.6541 -3.5689
65 H -2.0711 -4.1537 -0.7616
66 H -1.5551 -5.6604 -1.5052
67 H -2.7048 -4.6300 -2.3482
68 H -3.6751 -2.7969 -1.4887
69 H -4.3863 -1.2319 -1.8912
70 H -2.9476 -1.3175 -0.8704
71 H -2.9482 -3.5617 -4.0172
72 H -2.9379 -2.1526 -5.0884
73 H -4.2871 -2.4269 -4.0066
74 H -2.3203 0.4842 -2.6391
75 H -3.6321 0.0690 -3.7379
76 H -1.9569 -0.0109 -4.3017
77 O 0.6757 -0.0195 2.0797
78 H 1.4125 -0.6192 2.2527
79 H -0.0656 -0.3776 2.5866
80 O -1.1611 0.5091 -0.3016
81 H -1.4038 1.4187 -0.4985
82 H -1.8777 0.2072 0.2959
83 O -2.8903 -0.5785 1.4820
84 H -3.7709 -0.9592 1.5702
85 H -2.2529 -1.3252 1.5895
86 O 1.8036 -2.4908 1.3280
87 H 0.8509 -2.6684 1.4978
88 H 2.2405 -3.3406 1.4397
89 S -2.2163 -4.8840 2.1738
90 C -1.4727 -3.5224 1.8004
91 N -0.9317 -2.5059 1.5190
92 C -3.7352 2.4661 5.5408
93 Si -3.3357 1.4612 3.9810
94 C -4.9355 1.4527 2.9470
95 C -2.9886 -0.2838 4.6602
96 As -1.5290 2.1569 2.6364
97 Si -2.3524 4.2190 1.8662
98 C -0.9296 5.4560 1.6455
99 C -3.7080 5.1148 2.8433
100 C -3.0679 3.9344 0.1248
101 Si -0.0905 2.9660 4.3108
102 C 1.5147 3.5458 3.4720
103 C -0.7216 4.3838 5.4039
104 C 0.3688 1.5232 5.4574
105 H -4.6661 2.1108 5.9880
106 H -3.8497 3.5309 5.3329
107 H -2.9480 2.3483 6.2876
108 H -5.5788 2.2897 3.2226
109 H -5.5116 0.5378 3.0965
110 H -4.7116 1.5391 1.8821
111 H -3.9021 -0.8767 4.7333
112 H -2.5687 -0.2209 5.6661
113 H -2.2839 -0.8351 4.0382
114 H -0.6209 5.8646 2.6096
115 H -1.2212 6.2917 1.0076
116 H -0.0573 4.9766 1.1961
117 H -3.3534 5.4223 3.8283
118 H -4.5783 4.4725 2.9884
119 H -4.0363 6.0107 2.3134
120 H -2.3349 3.4602 -0.5330
121 H -3.3626 4.8784 -0.3367
122 H -3.9524 3.2945 0.1641
123 H 1.5367 4.6296 3.3482
124 H 1.6102 3.0930 2.4826
125 H 2.3882 3.2572 4.0591
126 H -1.2788 5.1196 4.8218
127 H 0.1042 4.9049 5.8918
128 H -1.3881 4.0113 6.1819
129 H 1.1493 0.9097 5.0039
130 H -0.4925 0.8792 5.6466
131 H 0.7391 1.8715 6.4229

Computed properties:
* frontier orbital gap: 8.32 eV
* charge: 0
* HOMO energy: -8.064 eV

Atomic partial charges in e from the Mulliken method, atoms 1 to 4: Na 1.56; C -1.69; C 0.39; C -1.53